1.
DFT (the ωB97M-V functional and the def2-TZVPD basis) results for a molecular structure, C8H19AgO12.

Output
**Charge**: +2
**Spin multiplicity**: 3
**LUMO level (alpha / beta)**: -8.94 / -11.44 eV
**Frontier orbital gap (alpha / beta)**: 7.5349 / 5.0274 eV

```
40
Properties=species:S:1:pos:R:3:forces:R:3
Ag 2.3260 0.4237 3.4307 0.0847 0.4583 -0.4798
C 1.2730 0.3761 -0.8342 0.2599 0.2579 1.7329
C 1.4317 0.3875 0.6976 -0.5419 -1.5777 -2.4133
O 1.3887 -0.6463 1.4062 0.1366 0.8043 0.2947
O 1.5971 1.4586 1.3155 0.5468 0.9554 1.1824
H 2.2324 0.5431 -1.3238 0.1601 -0.2699 0.1251
H 0.6609 1.2412 -1.0892 -0.3417 -0.2989 -0.1959
H 0.8638 -0.6104 -1.0520 -0.1328 0.2459 -0.4450
C -5.1148 -1.5812 -2.1936 -0.8713 -1.8118 1.1469
C -5.2669 -0.4826 -2.9690 -2.5783 4.2065 -3.9145
C -4.1152 0.5000 -3.1537 0.8903 3.2346 -1.9658
O -4.0579 1.4774 -3.9676 -1.1664 -4.2682 2.9215
C -3.0432 0.2892 -2.1800 -0.0992 2.6184 -2.4553
C -2.9291 -0.7370 -1.3891 1.1748 -3.0082 3.0045
C -3.9217 -1.8752 -1.3422 -0.0921 -0.3569 -0.0904
O -3.7710 -2.8922 -0.6838 -0.1681 1.9782 -1.0030
O -1.8897 -0.8651 -0.5357 -1.6340 0.4170 -1.3127
O -6.4566 -0.1387 -3.6335 3.3484 -2.8742 3.0465
H -5.9536 -2.2594 -2.1394 -0.0906 -0.3512 0.0578
H -2.2577 1.0303 -2.1761 -0.0358 0.2434 -0.0230
H -2.1915 -1.6250 -0.0326 0.7244 -1.0566 1.0098
H -6.3199 0.5786 -4.2568 0.4867 0.9440 -0.4479
O 3.4723 3.2387 0.0359 -0.0021 -0.0890 0.3504
H 3.4178 3.2811 -0.9188 0.1836 0.2574 -0.3383
H 2.9375 2.4812 0.2734 -0.0350 -0.0521 0.0106
O -0.4947 2.9806 2.5709 -0.2430 0.0104 -0.1340
H -0.2286 2.4211 3.3005 -0.0556 0.0015 0.3268
H 0.0847 2.7290 1.8517 0.0502 0.2007 -0.0467
O 4.0837 -0.7043 2.5029 0.1160 0.5518 0.6102
H 4.8194 -1.1549 2.9175 0.3093 -0.0832 0.2644
H 3.9852 -1.1362 1.6544 0.0655 -0.7227 -0.5904
O 3.4617 -2.3444 0.4157 0.3676 0.4310 -0.0459
H 3.2041 -3.2629 0.3374 0.1584 -0.3463 -0.1642
H 2.6399 -1.8764 0.5638 -0.2445 -0.1514 -0.1928
O 3.4955 2.4702 3.4187 -0.4582 -0.4202 0.2777
H 3.6552 2.8526 2.5558 0.0045 0.3079 -0.5408
H 4.3300 2.5594 3.8789 0.3289 0.0372 0.3457
O 0.5928 -3.1586 0.6813 -0.2725 -0.1723 -0.4162
H 1.1814 -3.7063 1.2006 -0.0818 -0.3793 0.2545
H 0.8770 -2.2626 0.8618 -0.2517 0.1284 0.2534
```
Positions in Å, forces in eV/Å.

Here are the Löwdin charges for atoms 1 to 4, given in e:
1. Ag 0.9457
2. C 0.0807
3. C -0.5735
4. O 0.0114

---

2.
DFT (the ωB97M-V functional and the def2-TZVPD basis) results for a molecular structure, C23H40CdN8O3S.

Output
**Charge**: +2
**LUMO level**: -4.54 eV
**Frontier orbital gap**: 8.5275 eV
**Energy above the lowest of the compared OMol25 structures with the same formula, charge and spin**: 16.74 kcal per mole

```
76
Properties=species:S:1:pos:R:3:forces:R:3
Cd 1.4591 0.0926 0.7297 -0.3333 0.3678 0.0357
C 3.6074 2.3491 1.7679 -0.0003 -0.0217 -0.0518
C 3.3313 1.4356 2.9708 -0.0666 -0.0345 -0.0461
N 2.8727 0.0912 2.5990 0.1314 -0.1127 -0.0347
C 3.8979 -0.9190 2.2763 -0.0675 0.0398 -0.0596
C 4.6793 -0.6927 0.9822 0.0165 0.0051 -0.0120
S 3.7286 -0.4268 -0.5685 0.0075 -0.0442 0.0398
C 4.1848 1.2776 -1.0192 -0.0186 0.0463 0.0047
C 3.1721 2.3721 -0.6617 -0.0041 -0.0510 0.0282
N 2.6212 2.2131 0.6849 -0.0593 -0.0033 0.0584
H 4.5905 2.1243 1.3600 -0.0062 0.0031 -0.0123
H 3.6550 3.3809 2.1224 0.0469 -0.0023 0.0251
H 2.5501 1.8800 3.5883 -0.0256 -0.0043 -0.0174
H 4.2397 1.3879 3.5798 -0.0057 0.0357 0.0302
H 2.3162 -0.2881 3.3558 -0.0182 -0.0124 -0.0095
H 3.3777 -1.8747 2.2024 0.0025 -0.0037 0.0041
H 4.6385 -0.9902 3.0805 0.0188 -0.0081 0.0011
H 5.2689 -1.5906 0.8058 0.0128 0.0028 0.0012
H 5.3755 0.1404 1.0612 0.0132 -0.0108 0.0052
H 4.3319 1.2780 -2.0984 -0.0088 -0.0037 -0.0018
H 5.1631 1.4701 -0.5820 0.0039 0.0063 -0.0119
H 2.3317 2.3325 -1.3573 0.0098 0.0053 -0.0170
H 3.6649 3.3408 -0.7998 0.0118 0.0035 0.0028
H 1.8442 2.8512 0.8192 0.0129 0.0118 0.0082
N -0.1045 -1.1422 -1.0599 0.0214 -0.2076 0.1841
C 0.4434 -2.5135 -0.9803 -0.0262 0.0387 -0.0554
C -0.6180 -3.6138 -0.8921 0.0151 -0.0480 0.0067
C -1.5062 -3.8399 -2.1148 0.0394 -0.0384 -0.0121
C -0.8365 -4.6536 -3.2213 0.0596 -0.0585 -0.0454
N 0.1845 -3.9520 -4.0149 -0.0511 0.0478 0.0326
C -0.0660 -3.1885 -5.0667 -0.0157 -0.0176 -0.0160
N 0.9421 -2.6437 -5.7566 0.0144 -0.0315 0.0024
N -1.3221 -2.9242 -5.4298 0.0118 -0.0274 -0.0241
C 1.3086 -2.6046 0.2841 0.0232 -0.0436 0.2099
O 2.3574 -3.2297 0.2396 0.0001 -0.0910 0.0373
O 0.8303 -1.9561 1.2965 0.1522 -0.0402 -0.1633
H -0.8255 -1.0633 -0.3441 -0.0135 0.0693 -0.0379
H -0.5591 -0.9648 -1.9482 0.0877 0.0340 -0.0556
H 1.1308 -2.6722 -1.8119 -0.0910 0.0818 -0.0966
H -1.2389 -3.3762 -0.0235 -0.0535 -0.0236 -0.0382
H -0.1197 -4.5602 -0.6592 0.0312 0.0399 0.0739
H -1.9130 -2.8970 -2.4963 0.0397 -0.0045 -0.0501
H -2.3677 -4.4358 -1.8048 -0.0324 0.0524 0.0159
H -1.5690 -5.0755 -3.9130 -0.0211 0.0214 0.0095
H -0.3253 -5.5081 -2.7792 -0.0280 -0.0166 -0.0040
H 1.1504 -4.1064 -3.7746 0.0202 0.0075 0.0323
H 1.8908 -2.9314 -5.5850 0.0021 0.0008 -0.0060
H 0.7700 -2.1444 -6.6126 -0.0061 0.0205 0.0116
H -2.0940 -3.3626 -4.9583 -0.0047 0.0158 0.0100
H -1.5195 -2.4590 -6.2997 0.0054 0.0053 0.0083
C -4.8132 1.8663 2.5148 0.0220 -0.0583 -0.0471
N -3.5818 1.1821 2.1683 -0.0013 0.0726 0.0478
N -2.5018 1.8607 1.6412 -0.0563 -0.0059 -0.0407
C -1.4442 1.0031 1.5377 0.0983 -0.0259 0.1676
O -0.3304 1.3798 1.0646 0.1083 0.0408 -0.1068
C -1.8808 -0.2378 2.0624 -0.0680 -0.0176 -0.0695
C -3.1942 -0.0729 2.4477 -0.0117 -0.0430 0.0112
C -4.1125 -1.0580 3.0862 0.0199 0.0082 -0.0126
C -2.5885 3.2012 1.1531 0.0460 -0.0425 0.0297
C -2.5807 3.4218 -0.2157 -0.0456 -0.0153 -0.0052
C -2.6521 4.7207 -0.6927 -0.0010 0.0352 -0.0035
C -2.7391 5.7849 0.1963 -0.0012 -0.0296 -0.0028
C -2.7409 5.5534 1.5646 0.0058 -0.0107 0.0035
C -2.6536 4.2564 2.0492 0.0231 0.0478 0.0167
H -5.1989 2.4063 1.6525 0.0044 0.0105 -0.0023
H -4.6652 2.5590 3.3419 0.0109 0.0021 0.0138
H -5.5331 1.1088 2.8086 -0.0159 0.0125 -0.0107
H -1.2810 -1.1298 2.1484 0.0161 0.0160 0.0207
H -3.5811 -1.9917 3.2499 -0.0048 -0.0028 -0.0061
H -4.9782 -1.2594 2.4542 -0.0033 0.0003 0.0037
H -4.4729 -0.6999 4.0508 0.0092 0.0079 0.0032
H -2.5211 2.5779 -0.8907 0.0026 0.0072 -0.0079
H -2.6494 4.9050 -1.7585 -0.0023 -0.0007 -0.0006
H -2.8044 6.7972 -0.1788 -0.0010 -0.0001 -0.0015
H -2.8013 6.3820 2.2568 0.0009 0.0028 -0.0030
H -2.6255 4.0661 3.1145 -0.0088 -0.0135 0.0019
```
Positions in Å, forces in eV/Å.

Here are the Löwdin charges for atoms 1 to 4, given in e:
1. Cd 1.3627
2. C -0.1818
3. C -0.1777
4. N -0.1477

---

3.
DFT (the ωB97M-V functional and the def2-TZVPD basis) results for 8 unconnected molecules or ions with the total composition C2H20N2O8.

Output
**Charge**: +1
**Spin multiplicity**: 2
**LUMO level (alpha / beta)**: -2.98 / -8.66 eV
**Frontier orbital gap (alpha / beta)**: 11.3297 / 5.6083 eV

```
32
Properties=species:S:1:pos:R:3:forces:R:3
C -1.1775 -0.1983 0.1849 -0.2461 -0.5069 -0.2732
N -0.9908 0.1296 -1.1876 1.4963 -0.8303 0.5798
C -1.2564 1.4389 -1.6651 -0.9682 1.2538 -1.0533
N -1.0957 1.5976 -2.9782 0.3018 -1.5274 -0.5883
O -1.6376 2.3274 -0.9320 0.2919 -0.5305 0.5767
H -1.5629 -1.2223 0.2769 0.2912 -0.1643 -0.1315
H -1.8738 0.4535 0.6499 -0.4471 0.8096 0.3222
H -0.2070 -0.1844 0.7111 0.0678 -0.0771 -0.1395
H -0.2387 -0.4293 -1.6928 -0.2241 0.4326 0.2269
H -0.9105 0.8127 -3.6167 -0.0167 0.6656 0.5104
H -1.3891 2.4692 -3.3765 -0.0232 0.3279 -0.1145
H 2.0798 0.7037 2.2161 0.7563 0.1460 -0.4598
H 0.7127 1.3532 2.3872 0.0264 0.2937 -0.0010
O 1.3018 0.6854 2.7603 -0.6460 -0.3596 0.3943
H 0.7422 -2.2261 3.5436 0.2714 -0.5059 0.5819
H 0.6495 -0.8987 2.8040 -0.1024 -0.1783 0.1413
O 0.2730 -1.8094 2.8324 -0.2531 0.6250 -0.7053
H -0.0046 3.5223 1.4926 -0.2023 0.1994 -0.1066
H -0.5634 2.4457 0.4576 0.1380 0.8081 0.6671
O 0.1343 2.6460 1.1269 -0.1016 -0.6889 -0.4720
H -1.3083 -3.0552 -0.8229 -0.2908 0.3678 -0.5184
H -1.9327 -1.9198 -1.7592 -0.0519 -0.8624 0.1601
O -1.9699 -2.8647 -1.5346 0.2422 0.3974 0.1663
H 3.0535 2.1521 -0.3287 -0.2722 -0.4454 0.2334
H 1.6136 2.0307 0.2524 0.6663 -0.1691 0.0712
O 2.4106 1.4973 0.0043 -0.3211 0.7647 -0.2207
H 0.0224 -2.7110 1.3300 0.0653 -0.4490 -0.2701
H -0.3873 -4.1396 0.8784 0.3323 0.6839 -0.3588
O -0.0977 -3.2732 0.5196 -0.3315 -0.3037 0.7175
H 1.9902 0.3065 -1.2293 0.1721 -0.2824 -0.0613
H 1.9391 -1.2414 -1.4580 0.2212 -0.0670 -0.0053
O 1.6815 -0.3985 -1.8466 -0.8422 0.1728 0.1307
```
Positions in Å, forces in eV/Å.

Here are the Löwdin charges for atoms 1 to 4, given in e:
1. C 0.0166
2. N 0.2022
3. C -0.5215
4. N 0.2569